Record 1
# CH2NO

An isolated ion of composition CH2NO and charge +1 in a non-equilibrium geometry (ωB97M-V/def2-TZVPD, OMol25).

Values from the calculation:
LUMO (spin up / spin down) = -8.18 / -8.47 eV
Highest occupied orbital energy (spin up / spin down) = -17.3 / -16.9 eV
SMILES string = C=[N+]=O
Total charge = +1
Molar mass = 44.03 g mol⁻¹
Frontier orbital gap (spin up / spin down) = 9.08 / 8.48 eV
ΔE to the lowest compared entry with this formula, charge and spin = 244.88 kJ/mol

Geometry as XYZ:
```
5
Properties=species:S:1:pos:R:3:forces:R:3
C 0.430328 -0.527211 -0.317321 -2.1208 3.2712 2.8645
N -0.488062 0.651417 0.467028 2.3095 -3.5124 -3.0631
O -1.227730 1.416578 0.811832 0.3546 -0.2029 0.2104
H 1.267650 -0.765854 0.312727 0.0336 0.1341 0.2528
H 0.017813 -0.774930 -1.274266 -0.5770 0.3100 -0.2646
```
Positions in Å, forces in eV/Å.


Record 2
# CH2NO2S

A 2-piece molecular cluster, CH2NO2S overall in a non-equilibrium geometry (ωB97M-V/def2-TZVPD, OMol25).

Values from the calculation:
LUMO (spin up / spin down) = 3.02 / 3.02 eV
Highest occupied orbital energy (spin up / spin down) = -1.3 / -1.3 eV
Total charge = -1
Molar mass = 92.10 g mol⁻¹
Frontier orbital gap (spin up / spin down) = 4.36 / 4.36 eV
ΔE to the lowest compared entry with this formula, charge and spin = 349.10 kJ/mol

Geometry as XYZ:
```
7
Properties=species:S:1:pos:R:3:forces:R:3
C 0.982145 0.402385 1.355711 -0.2110 -0.3481 2.1409
N -0.892149 -0.398148 -1.427739 -0.5709 -0.5932 0.7214
O 1.286921 1.479157 1.658032 -0.0602 -0.0491 -1.2263
O -1.261439 0.939675 -1.097395 -0.3346 -0.1161 0.8621
S 0.712043 -1.155159 1.624172 0.0482 0.6467 -1.0267
H -0.906894 -1.047900 -0.569663 -0.1653 1.2122 -1.0413
H 0.079373 -0.220009 -1.543119 1.2938 -0.7523 -0.4302
```
Positions in Å, forces in eV/Å.